1.
C9H11O3 as an isolated structure. Source: the OMol25 dataset; level of theory: ωB97M-V/def2-TZVPD.

The geometry in XYZ format:
```
23
C9H11O3 | the OMol25 dataset | ωB97M-V/def2-TZVPD
C -2.12681 -3.40808 -2.40400
C -2.29186 -1.98291 -2.67896
O -1.76954 -1.09452 -2.00608
O -3.06267 -1.73155 -3.64780
H -1.47925 -3.53061 -1.48482
H -1.73656 -4.05683 -3.22040
H -3.17875 -3.83226 -2.13151
C 2.10837 3.31582 1.98898
C 0.17414 -0.41763 0.58918
C 0.21145 -0.21902 1.88672
C 0.58362 0.78475 -0.27485
C 0.96149 1.00129 2.24378
C 0.95749 2.02130 0.10845
C 1.27112 2.10872 1.45365
O -0.22055 -1.56234 -0.01610
H -1.03392 -1.16112 -0.97093
H 0.16985 -0.93489 2.68909
H 0.67654 0.48403 -1.41016
H 1.40490 0.79463 3.14098
H 1.18504 2.89185 -0.43219
H 2.96221 2.90183 2.64748
H 1.48416 3.85302 2.56157
H 2.74954 3.77454 1.36792
```

Properties
- 2S+1 = 1
- relative energy (zero: lowest compared OMol25 entry of this formula, charge and spin) (kcal/mol) = 72.2
- frontier orbital gap (eV) = 7.70
- total charge = -1

=====

2.
A 3-piece molecular cluster, C5H9NO overall. Source: the OMol25 dataset; level of theory: ωB97M-V/def2-TZVPD.

The geometry in XYZ format:
```
16
C5H9NO | the OMol25 dataset | ωB97M-V/def2-TZVPD
C 1.41519 -1.06271 0.10919
C 0.58000 -0.50776 1.04874
N 0.58007 0.89752 1.33649
C -0.45283 1.48998 0.66619
O -0.67662 2.67106 0.52071
C -1.22710 0.32160 0.08930
C -1.27695 0.13134 -1.26895
H 0.68640 -1.02071 -1.23521
H 1.52841 -2.14183 0.06734
H 2.21037 -0.46811 -0.33354
H 0.06489 -1.14074 1.76994
H 1.37722 1.40246 1.70012
H -1.90442 -0.20962 0.75311
H -0.90431 0.91632 -1.92295
H -1.97286 -0.57724 -1.70969
H -0.02746 -0.70157 -1.59082
```

Properties
- 2S+1 = 1
- relative energy (zero: lowest compared OMol25 entry of this formula, charge and spin) (kcal/mol) = 101.3
- frontier orbital gap (eV) = 10.31
- total charge = 0

=====

3.
C52H69BrCl3GeNNiO2P2SeSi as an isolated structure. Source: the OMol25 dataset; level of theory: ωB97M-V/def2-TZVPD.

The geometry in XYZ format:
```
134
C52H69BrCl3GeNNiO2P2SeSi | the OMol25 dataset | ωB97M-V/def2-TZVPD
Ni 0.51363 0.57841 -0.02084
C -1.25621 -2.10792 -2.46437
Si -0.93259 -0.52300 -1.49224
C -2.44372 -0.62865 -0.30752
C -3.73502 -0.64889 -0.84436
C -4.84993 -0.76499 -0.02714
C -4.68778 -0.87694 1.35052
C -3.41577 -0.84643 1.90028
C -2.29014 -0.71955 1.07907
P -0.57261 -0.62446 1.69926
C -0.72509 0.17770 3.38754
C 0.15184 1.45994 3.42828
C 0.52059 1.87846 4.85926
C -0.60964 1.53209 5.82127
C -0.76303 0.00372 5.90155
C -0.36568 -0.70107 4.58920
C -0.18781 -2.41985 2.06937
C 0.39518 -3.17379 0.85476
C 0.34194 -4.70224 1.04771
C 0.37483 -5.05859 2.53104
C -0.90600 -4.54588 3.20700
C -1.38844 -3.22171 2.58262
C -1.27113 0.85610 -2.74835
C -1.60063 0.57986 -4.07567
C -1.62924 1.59274 -5.02699
C -1.29754 2.89139 -4.66815
C -0.98733 3.18809 -3.34917
C -0.99209 2.18202 -2.39426
P -0.75186 2.43688 -0.61210
C -2.54037 2.59395 -0.11063
C -3.42376 3.55021 -0.91793
C -4.88107 3.40238 -0.46704
C -5.02863 3.67751 1.02996
C -4.14110 2.72811 1.83436
C -2.68175 2.86014 1.39683
C 0.09505 4.04985 -0.31840
C -0.68372 5.35769 -0.49464
C 0.26919 6.54040 -0.28579
C 0.85917 6.51754 1.12537
C 1.61160 5.20804 1.36346
C 0.69866 4.00824 1.10606
H -2.27773 -2.04463 -2.88356
H -0.52683 -2.21052 -3.26230
H -1.20523 -2.99972 -1.83780
H -3.86343 -0.54976 -1.92087
H -5.84559 -0.76444 -0.45744
H -5.55376 -0.98732 1.99317
H -3.30867 -0.92676 2.97710
H -1.77376 0.47317 3.47468
H 1.06416 1.30374 2.85826
H -0.38725 2.27402 2.94158
H 1.43069 1.36213 5.18090
H 0.73929 2.94728 4.88097
H -0.41551 1.94171 6.81420
H -1.53760 1.98876 5.46065
H -0.13766 -0.38576 6.70772
H -1.79703 -0.24995 6.15059
H 0.71085 -0.89563 4.57710
H -0.86574 -1.66665 4.55312
H 0.57211 -2.37330 2.85543
H -0.16865 -2.90678 -0.04034
H 1.41188 -2.85871 0.66810
H -0.57780 -5.11197 0.61225
H 1.17733 -5.16268 0.51960
H 0.46638 -6.13698 2.66908
H 1.25684 -4.60375 2.99250
H -1.69541 -5.29469 3.10355
H -0.73168 -4.40841 4.27845
H -2.05470 -3.41680 1.73790
H -1.97875 -2.67285 3.31741
H -1.81621 -0.43932 -4.37900
H -1.87739 1.36132 -6.05606
H -1.26690 3.67209 -5.41934
H -0.70570 4.19979 -3.08482
H -2.91342 1.58697 -0.29568
H -3.11080 4.58623 -0.76760
H -3.34615 3.32983 -1.98296
H -5.51583 4.08315 -1.03975
H -5.21910 2.37997 -0.67553
H -4.73470 4.71344 1.23781
H -6.07263 3.56691 1.33348
H -4.23277 2.93608 2.90474
H -4.46915 1.69624 1.66549
H -2.32595 3.87014 1.62941
H -2.06279 2.14786 1.94949
H 0.92564 4.04610 -1.02911
H -1.14243 5.42604 -1.48163
H -1.48437 5.42043 0.25061
H 1.08374 6.47747 -1.01521
H -0.26448 7.47795 -0.45930
H 1.52764 7.36940 1.26885
H 0.04457 6.61288 1.85460
H 2.46531 5.15040 0.69022
H 1.98864 5.16769 2.38911
H 1.25650 3.07934 1.25312
H -0.12043 4.02662 1.83692
C 3.60642 -5.82736 -7.21100
C 3.16352 -4.90801 -6.09665
C 2.26137 -5.32547 -5.13261
C 1.87269 -4.50126 -4.07504
C 0.86177 -5.02962 -3.09262
C 2.41564 -3.19881 -3.96393
Se 2.02917 -2.07683 -2.45834
C 3.31456 -2.75734 -4.96272
C 3.92337 -1.38475 -4.90550
C 3.66765 -3.61762 -5.99770
H 3.02057 -6.74851 -7.21614
H 4.66001 -6.09935 -7.09487
H 3.49895 -5.34597 -8.18724
H 1.84626 -6.33016 -5.19515
H 0.81027 -6.12231 -3.13509
H -0.13342 -4.62973 -3.31261
H 1.11128 -4.71224 -2.08059
H 3.16728 -0.62242 -4.72173
H 4.45127 -1.15122 -5.83624
H 4.62904 -1.31243 -4.07510
H 4.36988 -3.26643 -6.75257
Br 5.92818 -1.26158 5.09623
C 5.20926 -1.61013 3.37208
C 5.62684 -2.73247 2.67781
N 5.15216 -3.04017 1.46908
C 4.22566 -2.23955 0.93368
C 3.74544 -1.10576 1.58619
C 4.25871 -0.77237 2.82641
C 2.63267 -0.30990 0.98815
O 2.31426 0.81343 1.47092
O 1.98738 -0.83590 0.03827
H 6.36293 -3.40523 3.10451
H 3.84838 -2.49412 -0.05702
H 3.91466 0.11916 3.33539
Cl 2.14186 1.75327 -3.79372
Ge 2.54368 1.67505 -1.56556
Cl 4.58279 0.73877 -1.56602
Cl 3.44802 3.78009 -1.45199
```

Properties
- 2S+1 = 2
- relative energy (zero: lowest compared OMol25 entry of this formula, charge and spin) (kcal/mol) = 24.0
- frontier orbital gap (spin up / spin down) (eV) = 4.95 / 4.15
- total charge = -1

=====

4.
A 2-piece molecular cluster, C8H16P overall. Source: the OMol25 dataset; level of theory: ωB97M-V/def2-TZVPD.

The geometry in XYZ format:
```
25
C8H16P | the OMol25 dataset | ωB97M-V/def2-TZVPD
C -3.39260 -0.03077 2.16692
C -2.88507 -0.84754 2.89735
C -0.63862 1.98227 -1.93209
C 2.17273 0.05199 1.57059
C 0.18515 -1.43041 -1.83933
C -0.57205 1.39004 -0.53943
C 2.34561 -0.16681 0.05624
C 0.01157 -1.82901 -0.35736
P 0.51030 -0.11861 -0.57326
H -3.78844 0.71509 1.53966
H 0.18417 2.67458 -2.14830
H -0.56094 1.31219 -2.85820
H -1.50012 2.71124 -2.04541
H 3.16756 0.31210 2.06909
H 1.40810 0.72331 1.94173
H 1.92469 -0.91064 1.97564
H -2.73085 -1.51571 3.70568
H 1.12252 -1.77002 -2.31065
H -0.59413 -1.31872 -2.50020
H -1.57710 1.09744 -0.18680
H -0.07953 2.03110 0.08473
H 2.60145 -1.16329 -0.43869
H 2.99657 0.57453 -0.33907
H 0.73628 -2.55975 0.02361
H -1.04727 -1.91460 0.03753
```

Properties
- 2S+1 = 1
- relative energy (zero: lowest compared OMol25 entry of this formula, charge and spin) (kcal/mol) = 17.5
- frontier orbital gap (eV) = 10.81
- total charge = +1